ORCA calculation (ωB97M-V/def2-TZVPD) on C30H33BrN7O4S2Sn as an isolated structure.

HOMO level	-10.2	eV
ΔE to the lowest compared entry with this formula, charge and spin	75.7	kJ/mol
energy	-147808.31501	eV
gap between HOMO and LUMO	7.806	eV

```
! wB97M-V def2-TZVPD RIJCOSX def2/J DEFGRID3
* xyz 1 1
Sn 0.5385 -0.6833 0.6455
N -2.0803 1.8689 -2.6527
C -1.5746 3.0465 -2.1693
C -1.9411 4.3674 -2.3736
C -1.1741 5.3257 -1.7441
C -0.0804 4.9791 -0.9448
C 0.2811 3.6655 -0.7342
C -0.4864 2.6766 -1.3453
N -0.3738 1.3086 -1.3337
C -1.3144 0.8632 -2.1329
C -1.4978 -0.5218 -2.4821
C -2.4510 -1.0308 -3.3287
S -2.2445 -2.7177 -3.5248
C -0.8980 -2.6301 -2.4498
N -0.6371 -1.4573 -1.9933
H -2.8298 1.7860 -3.3192
H -2.7754 4.6304 -3.0051
H -1.4123 6.3682 -1.8828
H 0.5109 5.7653 -0.4997
H 1.1341 3.4044 -0.1329
H -3.2433 -0.5273 -3.8447
H -0.3442 -3.5112 -2.1909
C -5.0489 -0.1388 0.7049
N -4.1102 0.9497 0.7200
C -4.3607 2.2640 0.4264
C -3.2446 2.9680 0.7046
N -2.2841 2.0849 1.1743
C -2.8262 0.8254 1.1450
S -2.1717 -0.6543 1.5235
C -1.1123 2.5109 1.8232
C -1.1575 3.7200 2.5178
C -0.0090 4.1722 3.1384
C 1.1355 3.3939 3.0680
C 1.0737 2.1963 2.3768
N -0.0198 1.7598 1.7588
H -6.0291 0.2319 0.4145
H -5.1046 -0.5862 1.6998
H -4.7200 -0.9153 0.0120
H -5.3066 2.5870 0.0405
H -3.0384 4.0084 0.5684
H -2.0782 4.2754 2.5997
H -0.0127 5.1094 3.6720
H 2.0508 3.7027 3.5474
H 1.9380 1.5525 2.3057
O 5.3764 -1.1371 -4.3870
C 4.4474 -1.1058 -3.4289
C 3.5129 -2.1273 -3.2256
C 2.5866 -1.9901 -2.2137
N 2.5255 -0.9300 -1.4190
C 3.4126 0.0270 -1.6145
Br 3.2757 1.5169 -0.4839
C 4.3930 0.0051 -2.5854
H 5.3208 -1.9430 -4.9187
H 3.5160 -3.0075 -3.8492
H 1.8451 -2.7501 -2.0155
H 5.0979 0.8109 -2.7068
C -1.7571 -3.9407 0.6216
C -0.4591 -4.7163 0.7184
O 0.6528 -3.8352 0.6761
C 1.8276 -4.4987 1.1191
C 3.0479 -3.6127 0.9669
H -2.5995 -4.6262 0.5776
H -1.7548 -3.3170 -0.2701
H -1.8583 -3.2964 1.4900
H -0.3769 -5.4435 -0.1099
H -0.4376 -5.2783 1.6626
H 1.9542 -5.4255 0.5329
H 1.7054 -4.7769 2.1787
H 3.2343 -3.3716 -0.0761
H 3.9183 -4.1246 1.3667
H 2.8997 -2.6880 1.5146
C 2.5744 -1.1464 4.5071
C 1.9385 -0.9253 3.1573
O 0.7050 -1.1217 3.0336
O 2.6359 -0.5619 2.1834
H 1.8652 -0.8979 5.2923
H 3.4803 -0.5563 4.6032
H 2.8240 -2.2022 4.5998
*
```

=====

ORCA calculation (ωB97M-V/def2-TZVPD) on C30H33Cl2SSb2TeTi as an isolated structure.

HOMO level (alpha / beta)	-10.2 / -10.5	eV
ΔE to the lowest compared entry with this formula, charge and spin	0.0	kJ/mol
energy	-111002.81194	eV
gap between HOMO and LUMO (alpha / beta)	7.658 / 7.684	eV
<S²>	2.008

```
! wB97M-V def2-TZVPD RIJCOSX def2/J DEFGRID3
* xyz 1 3
Ti -0.6430 0.2171 0.1993
Cl -1.5562 2.6604 0.8125
C -1.1571 3.6155 -0.6145
C -1.2599 4.9860 -0.4858
C -0.9833 5.7752 -1.5884
C -0.5971 5.1821 -2.7781
C -0.4887 3.8047 -2.8672
Cl 0.0589 3.1296 -4.3619
C -0.7799 2.9613 -1.7854
S -0.7118 1.2156 -1.9651
H -1.5536 5.4217 0.4589
H -1.0623 6.8510 -1.5174
H -0.3664 5.7816 -3.6477
C -5.0945 -0.3549 1.7243
Sb -3.0015 -0.7339 1.6774
C -2.9271 -1.4295 -0.3793
C -2.9972 -2.6672 2.6773
C -2.9427 -3.8096 1.7146
C -4.1264 -4.2403 1.1166
C -4.1314 -5.2162 0.1350
C -2.9326 -5.7852 -0.2681
C -1.7527 -5.3857 0.3365
C -1.7350 -4.4093 1.3334
C -0.4231 -4.0723 1.9816
Sb 0.4255 -2.1680 1.4674
C 2.4620 -2.6158 1.8978
C 0.4722 -2.3792 -0.6847
H -5.6178 -1.2078 1.2947
H -5.3093 0.5362 1.1373
H -5.4263 -0.1962 2.7482
H -2.6826 -2.4889 -0.4216
H -2.2483 -0.8818 -1.0485
H -3.9202 -1.2653 -0.7965
H -3.9294 -2.6792 3.2430
H -2.1773 -2.6669 3.3926
H -5.0635 -3.7925 1.4296
H -5.0655 -5.5317 -0.3098
H -2.9172 -6.5494 -1.0334
H -0.8200 -5.8562 0.0464
H 0.3272 -4.8139 1.7070
H -0.4982 -4.0793 3.0704
H 2.8218 -3.3610 1.1899
H 2.5324 -3.0119 2.9098
H 3.0744 -1.7207 1.8234
H 1.4884 -2.6466 -0.9707
H 0.2411 -1.4638 -1.2488
H -0.2309 -3.1512 -0.9948
Te 1.9475 1.2845 1.1602
C 2.1492 3.2645 0.4761
C 2.0753 4.2813 1.4191
C 2.2117 5.6025 1.0134
C 2.4321 5.8981 -0.3232
C 2.5064 4.8750 -1.2592
C 2.3574 3.5535 -0.8656
C 3.2842 0.3745 -0.1896
C 4.5697 0.0796 0.2585
C 5.4790 -0.5238 -0.5975
C 5.1101 -0.8290 -1.9010
C 3.8321 -0.5275 -2.3494
C 2.9146 0.0711 -1.4955
H 1.9288 4.0546 2.4684
H 2.1600 6.3963 1.7469
H 2.5506 6.9266 -0.6380
H 2.6753 5.1040 -2.3036
H 2.4090 2.7640 -1.6047
H 4.8660 0.3239 1.2713
H 6.4775 -0.7485 -0.2467
H 5.8220 -1.2953 -2.5690
H 3.5443 -0.7530 -3.3681
H 1.9231 0.3165 -1.8599
*
```

=====

ORCA calculation (ωB97M-V/def2-TZVPD) on C30H33Cl3GeN3O5P2S3V as an isolated structure.

HOMO level (alpha / beta)	-16.3 / -16.3	eV
energy	-217189.69547	eV
gap between HOMO and LUMO (alpha / beta)	7.023 / 7.906	eV
<S²>	0.887

```
! wB97M-V def2-TZVPD RIJCOSX def2/J DEFGRID3
* xyz 3 2
V -0.6027 -0.3646 0.4289
N 2.0512 -1.1521 1.8237
P 1.7523 -0.9023 0.1744
C 3.0602 0.1562 -0.4503
C 2.9238 1.5362 -0.5779
C 4.0051 2.3040 -0.9789
C 5.2262 1.7009 -1.2468
C 5.3702 0.3251 -1.1190
C 4.2916 -0.4497 -0.7290
C 2.0037 -2.4902 -0.6319
C 1.9356 -2.5195 -2.0278
C 2.1703 -3.7048 -2.7021
C 2.4811 -4.8596 -1.9898
C 2.5459 -4.8310 -0.6047
C 2.2998 -3.6481 0.0816
C 1.1323 -0.8164 2.7948
C 1.4359 -0.9458 4.1511
C 0.4808 -0.6159 5.0800
C -0.7709 -0.1495 4.6597
C -0.9987 -0.0418 3.3195
N -0.0665 -0.3664 2.3859
H 2.9851 -1.3692 2.1463
H 1.9812 2.0200 -0.3610
H 3.8967 3.3756 -1.0805
H 6.0691 2.3028 -1.5590
H 6.3209 -0.1445 -1.3311
H 4.4089 -1.5243 -0.6562
H 1.7274 -1.6146 -2.5886
H 2.1358 -3.7265 -3.7833
H 2.6904 -5.7790 -2.5210
H 2.8042 -5.7257 -0.0535
H 2.3492 -3.6365 1.1633
H 2.4082 -1.3138 4.4485
H 0.6968 -0.7193 6.1351
H -1.5416 0.1166 5.3672
H -1.9474 0.3137 2.9386
C -2.5670 4.7360 -3.3583
C -3.0291 4.7840 -1.9294
C -3.8395 3.5955 -1.4851
O -1.8633 4.8589 -0.9360
P -0.3469 4.7549 -0.9980
S 0.7566 4.3950 -2.4487
S -0.5498 1.5267 -0.1922
O 0.2151 5.0241 0.3867
C -0.4014 5.5512 1.6839
C -1.3545 4.5208 2.2286
C -0.9816 6.9166 1.4320
H -3.4623 4.7430 -3.9819
H -2.0119 3.8242 -3.5761
H -1.9718 5.6048 -3.6334
H -3.5337 5.7211 -1.7064
H -3.3024 2.6654 -1.6842
H -4.7705 3.5850 -2.0530
H -4.0903 3.6576 -0.4270
H 0.4980 5.6114 2.2908
H -2.2391 4.4168 1.6007
H -1.6791 4.8557 3.2146
H -0.8644 3.5537 2.3438
H -1.8803 6.8668 0.8171
H -0.2495 7.5788 0.9720
H -1.2609 7.3520 2.3921
Cl -4.3528 -0.4720 -2.7169
Ge -4.4013 -1.4072 -0.8598
Cl -3.5680 -0.1207 0.6492
Cl -6.1776 -2.2711 -0.2620
O -0.2805 -3.7503 2.4491
C -0.7294 -3.6911 1.3473
N -1.2394 -2.4771 0.7813
S -1.6742 -2.7042 -0.6946
O -3.1890 -2.7990 -0.9228
O -1.1887 -1.5054 -1.3955
C -1.1473 -4.3300 -0.9546
C -1.2517 -5.1498 -2.0628
C -0.9250 -6.4852 -1.8657
C -0.5465 -6.9557 -0.6086
C -0.4572 -6.1094 0.4922
C -0.7597 -4.7746 0.3106
H -1.5706 -4.7820 -3.0285
H -0.9823 -7.1734 -2.6981
H -0.3229 -8.0075 -0.4875
H -0.1684 -6.4746 1.4690
*
```

=====

ORCA calculation (ωB97M-V/def2-TZVPD) on C30H33ClNO8PdS4 as an isolated structure.

HOMO level	-5.6	eV
ΔE to the lowest compared entry with this formula, charge and spin	24.1	kJ/mol
energy	-108860.50520	eV
gap between HOMO and LUMO	7.422	eV

```
! wB97M-V def2-TZVPD RIJCOSX def2/J DEFGRID3
* xyz -1 1
Pd 0.1109 -0.1382 1.0431
O -2.3429 2.5903 1.8362
S -2.5856 3.4244 0.6289
C -3.3242 2.3470 -0.6427
C -4.4074 1.4638 -0.0292
C -3.8329 0.1864 0.5866
C -3.5524 -0.9636 -0.3730
S -2.0694 -0.7853 -1.3980
O -1.2007 0.2892 -0.7562
C -2.6920 0.1005 -2.8350
C -1.7388 0.9023 -3.4565
C -2.0787 1.6421 -4.5766
C -3.3675 1.5744 -5.0897
C -4.3080 0.7565 -4.4835
C -3.9746 0.0187 -3.3550
C -1.0123 3.5780 -0.2155
C 0.0375 2.7851 0.2099
C 1.2491 2.8590 -0.4629
C 1.3971 3.7121 -1.5474
C 0.3343 4.5079 -1.9610
C -0.8770 4.4475 -1.2888
H -2.5133 1.7591 -1.0663
H -3.7128 3.0270 -1.4051
H -5.1541 1.2203 -0.7904
H -4.9383 2.0237 0.7460
H -4.5333 -0.2059 1.3282
H -2.9202 0.4380 1.1278
H -4.3816 -1.1840 -1.0466
H -3.3262 -1.8726 0.1842
H -0.7401 0.9639 -3.0452
H -1.3360 2.2730 -5.0471
H -3.6354 2.1529 -5.9644
H -5.3116 0.6913 -4.8839
H -4.7246 -0.6127 -2.9001
H -0.1105 2.1169 1.0491
H 2.0821 2.2474 -0.1372
H 2.3452 3.7634 -2.0675
H 0.4518 5.1791 -2.8023
H -1.7072 5.0730 -1.5984
Cl 1.3499 2.1337 2.8540
C 1.4779 0.3794 2.8846
C 2.7842 -0.1382 3.0105
C 2.9695 -1.4599 3.3082
C 1.8551 -2.3025 3.5050
C 0.5859 -1.8139 3.4121
C 0.3424 -0.4305 3.1390
C -0.9383 0.0889 2.7946
H 3.6342 0.5161 2.8863
H 3.9858 -1.8333 3.3907
H 2.0149 -3.3507 3.7230
H -0.2761 -2.4560 3.5329
H -1.1611 1.1357 2.9687
H -1.7744 -0.5972 2.8751
N 1.4756 -0.7462 -0.5664
C 2.8413 -0.9799 -0.2048
C 3.2562 -2.2635 0.1204
C 4.5260 -2.4576 0.6502
C 5.3805 -1.3834 0.8409
C 4.9891 -0.1161 0.4328
C 3.7194 0.0893 -0.0810
S 6.8617 -1.5769 1.8313
O 7.2933 -2.9468 1.6108
O 6.3426 -1.3283 3.1779
O 7.7766 -0.5528 1.3558
H 1.0106 -1.6281 -0.8129
H 1.3764 -0.0912 -1.3333
H 2.5643 -3.0891 0.0015
H 4.8607 -3.4427 0.9503
H 5.6789 0.7083 0.5653
H 3.3847 1.0900 -0.3407
C -0.3569 -4.8709 0.9748
S -1.0816 -3.5460 0.0383
O -2.3001 -4.0735 -0.5511
O -0.0598 -3.1606 -0.9401
O -1.3400 -2.4754 1.0167
H -0.2065 -5.7187 0.3109
H -1.0377 -5.1370 1.7810
H 0.5965 -4.5264 1.3725
*
```

=====

ORCA calculation (ωB97M-V/def2-TZVPD) on C30H33GeN2OS4Sn as an isolated structure.

HOMO level	-3.9	eV
ΔE to the lowest compared entry with this formula, charge and spin	0.0	kJ/mol
energy	-142365.57430	eV
gap between HOMO and LUMO	6.499	eV

```
! wB97M-V def2-TZVPD RIJCOSX def2/J DEFGRID3
* xyz -1 1
Sn -2.0422 -1.2677 -0.6614
C -4.4591 1.1676 4.1163
C -3.7926 0.2648 3.0742
C -4.4313 -1.1195 3.0657
C -3.7955 0.9367 1.7165
C -4.7868 0.7198 0.7638
C -4.7349 1.3360 -0.4765
C -3.6961 2.2015 -0.8117
C -3.6366 2.8402 -2.1717
C -2.7036 2.4175 0.1362
C -2.7577 1.7964 1.3774
H -4.4077 0.7155 5.1095
H -5.5123 1.3244 3.8673
H -3.9775 2.1463 4.1576
H -2.7450 0.1258 3.3529
H -5.5090 -1.0649 2.8876
H -4.2791 -1.6024 4.0320
H -3.9777 -1.7509 2.3016
H -5.5880 0.0208 0.9685
H -5.4929 1.1073 -1.2173
H -3.5299 2.0795 -2.9475
H -2.7922 3.5252 -2.2474
H -4.5508 3.3996 -2.3814
H -1.8630 3.0597 -0.1041
H -1.9607 1.9579 2.0964
S -2.4238 -0.4753 -3.1558
S -2.5511 -2.5602 -3.2019
S -0.6768 -3.3612 -3.3203
S -0.0423 -3.1269 -1.1754
C 0.0690 -1.4712 -0.8153
Ge 1.7308 -0.5933 -1.0596
C 2.3415 -0.4576 -2.9199
C 1.4017 -0.2853 -3.9355
C 1.8065 -0.1456 -5.2559
C 3.1563 -0.1797 -5.5801
C 4.1023 -0.3570 -4.5801
C 3.6931 -0.4961 -3.2593
C 1.6880 1.2289 -0.3253
C 2.5886 2.2027 -0.7562
C 2.5875 3.4773 -0.2054
C 1.6740 3.8021 0.7890
C 0.7638 2.8485 1.2225
C 0.7729 1.5731 0.6690
C 3.1883 -1.4991 -0.0731
C 3.4308 -2.8640 -0.2599
C 4.4007 -3.5284 0.4802
C 5.1603 -2.8391 1.4162
C 4.9473 -1.4813 1.6036
C 3.9708 -0.8221 0.8647
H 0.3440 -0.2782 -3.6960
H 1.0625 -0.0211 -6.0336
H 3.4705 -0.0758 -6.6119
H 5.1566 -0.3932 -4.8286
H 4.4389 -0.6479 -2.4848
H 3.2971 1.9656 -1.5436
H 3.2950 4.2194 -0.5557
H 1.6674 4.7962 1.2191
H 0.0396 3.1025 1.9884
H 0.0502 0.8364 1.0060
H 2.8476 -3.4164 -0.9870
H 4.5635 -4.5881 0.3246
H 5.9149 -3.3577 1.9947
H 5.5393 -0.9334 2.3272
H 3.8142 0.2404 1.0238
N 1.1120 -1.1392 2.8789
C 0.0332 -1.9756 2.7394
N 0.3252 -3.2141 2.2107
O -1.0842 -1.6704 3.1230
H 1.9186 -1.2920 2.2935
H 0.8688 -0.1752 3.0364
H 1.0724 -3.2288 1.5287
H -0.5055 -3.6797 1.8757
*
```

=====

ORCA calculation (ωB97M-V/def2-TZVPD) on a 2-piece molecular cluster, C30H33N2 overall.

HOMO level	-10.0	eV
ΔE to the lowest compared entry with this formula, charge and spin	42.8	kJ/mol
energy	-34619.18569	eV
gap between HOMO and LUMO	5.271	eV

```
! wB97M-V def2-TZVPD RIJCOSX def2/J DEFGRID3
* xyz 1 1
C 5.5531 -1.1441 1.2147
C 4.9533 0.1196 0.6152
C 3.5378 0.4096 1.1271
N 2.6572 -0.7529 1.1332
C 1.2966 -0.5505 1.2396
C 0.6373 0.4615 0.5959
C 0.5261 -1.5551 2.0702
C -0.3161 -2.4998 1.4670
C -0.8940 -3.5216 2.2297
C -0.7252 -3.5431 3.6181
C 0.0206 -2.5374 4.2441
C 0.6422 -1.5543 3.4737
C 3.2241 -2.0103 1.6126
C 4.6017 -2.3164 1.0320
H 6.5108 -1.3689 0.7384
H 5.7396 -0.9960 2.2847
H 5.5868 0.9804 0.8490
H 4.9216 0.0299 -0.4771
H 3.6303 0.8225 2.1529
H 3.0831 1.1954 0.5146
H -0.4373 0.5116 0.7377
H 1.1583 1.2229 0.0285
H -0.4786 -2.4348 0.3874
H -1.4743 -4.3039 1.7355
H -1.1749 -4.3335 4.2148
H 0.1287 -2.5178 5.3298
H 1.2219 -0.7616 3.9559
H 3.2974 -1.9947 2.7147
H 2.5484 -2.8362 1.3507
H 4.4949 -2.5602 -0.0316
H 4.9827 -3.2122 1.5312
C -0.1103 -0.9701 -3.3038
C -1.2611 -0.4836 -2.5302
N -2.3432 -1.2552 -2.2590
C -2.4701 -2.6528 -2.6485
C -3.2945 -0.5293 -1.5298
C -2.7651 0.7627 -1.3118
C -3.4534 1.6500 -0.4991
C -4.6918 1.2689 0.0303
C -5.2200 -0.0098 -0.2172
C -4.5108 -0.9408 -0.9966
C -1.4482 0.8038 -1.9465
C -0.4853 1.8021 -1.8371
C -0.7485 3.1985 -1.6043
C -1.9495 3.8403 -2.0184
C -2.2325 5.1502 -1.6369
C -1.3316 5.8582 -0.8295
C -0.0925 5.2870 -0.5071
C 0.2197 4.0023 -0.9414
H 0.5615 -0.1200 -3.4610
H 0.4489 -1.7536 -2.7645
H -0.3943 -1.3656 -4.2940
H -3.4309 -3.0291 -2.2851
H -2.4247 -2.7612 -3.7414
H -1.6622 -3.2603 -2.2124
H -3.0263 2.6297 -0.3055
H -5.2509 1.9786 0.6412
H -6.1854 -0.2799 0.2111
H -4.8780 -1.9460 -1.1924
H 0.5582 1.5083 -1.9783
H -2.6617 3.2785 -2.6272
H -3.1692 5.6139 -1.9545
H -1.5869 6.8567 -0.4733
H 0.6330 5.8482 0.0839
H 1.2033 3.5714 -0.7496
*
```